Below is a cluster of 2 separate species, C4H10NO3 in total at a distorted geometry, with properties calculated with wB97M-V/def2-TZVPD.

The geometry in XYZ format:
```
18
C4H10NO3 | OMol25 | wB97M-V/def2-TZVPD
C -1.63 0.01 -0.14
O -1.63 -1.18 0.56
C -0.35 0.85 0.12
C 0.84 0.31 -0.62
C 2.02 1.24 -0.56
O 2.72 1.55 -1.50
N -0.04 0.87 1.57
H -1.70 -0.15 -1.23
H -2.45 0.64 0.27
H -0.54 1.90 -0.10
H 1.18 -0.63 -0.16
H 0.63 0.07 -1.66
H 2.20 1.65 0.46
H 0.14 -0.11 1.81
H -0.95 0.96 2.03
H -0.04 -2.99 -1.01
H -0.55 -2.13 0.23
O 0.17 -2.86 -0.08
```

Relative energy (zero: lowest compared OMol25 entry of this formula, charge and spin)   221.0 kJ/mol
Electronic energy   -438.9011 Eh
Maximum force   0.0311 Eh/bohr
Highest occupied orbital energy   -0.1417 Eh
Kohn-Sham gap   0.2845 hartree
Net charge   -1

Here are the Mulliken charges for atoms 1 to 2, given in e: atom 1 (C): -0.854, atom 2 (O): -0.860